[1]
This record from OMol25 describes a cluster of 13 separate species, C31H28BCl48FN3O4S in total. The level of theory is ωB97M-V/def2-TZVPD.

As for the maximum force: 0.134 Eh/bohr. The gap between HOMO and LUMO comes out at 5.938 eV. As for the net charge: +1. The HOMO energy is -11.1 eV.

Each line ends with the Mulliken charge.
CARTESIAN COORDINATES (ANGSTROEM)
C (-6.8055, 4.8760, 1.0051)  -1.208
C (-5.5013, 4.7910, 1.9056)  -0.478
C (-4.4471, 3.7052, 1.3483)  -1.273
C (-3.0214, 4.3181, 1.2956)  1.013
C (-2.2402, 4.4185, 2.5705)  0.013
C (-2.8011, 3.9118, 3.9557)  -0.699
C (-2.1395, 2.4742, 4.2902)  0.454
C (-3.1703, 1.2818, 4.1325)  -1.402
O (-1.5225, 2.4706, 5.5809)  -0.386
C (-0.1016, 2.6864, 5.5137)  0.141
C (0.3072, 3.5340, 6.7825)  0.481
C (0.4397, 2.8357, 8.0893)  -0.546
C (0.8286, 3.5903, 9.3078)  -0.394
C (1.0883, 5.0374, 9.1973)  -0.551
C (0.9781, 5.6994, 7.8871)  -0.529
C (0.5760, 4.9863, 6.6594)  -0.047
C (-0.8917, 4.9822, 2.5141)  0.455
N (-0.3082, 5.4572, 1.3231)  0.306
S (1.2783, 6.1055, 1.5339)  1.174
O (1.5863, 6.3124, 2.9407)  -0.570
O (1.4295, 7.3930, 0.8671)  -0.615
F (2.4202, 5.0583, 1.0015)  -0.103
C (-0.9843, 5.3926, 0.0659)  -0.168
C (-0.2524, 5.8949, -1.2184)  -1.100
N (1.0075, 5.1344, -1.5043)  -0.393
C (-2.3607, 4.8378, 0.0420)  0.271
B (-3.2624, 4.7413, -1.3228)  0.857
N (-3.6900, 5.9888, -2.0177)  -0.725
O (-3.5938, 3.4714, -1.8296)  -0.477
H (-6.5615, 4.8560, -0.0940)  0.294
H (-7.3422, 5.8321, 1.2844)  0.350
H (-7.4665, 4.0087, 1.2903)  0.341
H (-4.9516, 5.7706, 1.9605)  0.378
H (-5.8312, 4.4716, 2.9355)  0.321
H (-4.7809, 3.1974, 0.4071)  0.598
H (-4.4123, 2.8952, 2.1401)  0.039
H (-3.9213, 3.7856, 3.9321)  0.077
H (-2.5934, 4.6625, 4.7689)  0.456
H (-1.3289, 2.2916, 3.5141)  0.345
H (-3.4179, 1.1556, 3.0454)  0.303
H (-2.6675, 0.3759, 4.5808)  0.362
H (-4.1111, 1.4412, 4.7415)  0.321
H (0.2070, 3.3165, 4.6202)  -0.211
H (0.4942, 1.7319, 5.4329)  0.338
H (0.2566, 1.7291, 8.1210)  0.357
H (0.8971, 3.0085, 10.2598)  0.352
H (1.4024, 5.6240, 10.1029)  0.351
H (1.1912, 6.7974, 7.8378)  0.329
H (0.4815, 5.5514, 5.6924)  0.049
H (-0.3406, 5.0054, 3.4946)  0.042
H (-0.8674, 5.8116, -2.1573)  0.262
H (0.0105, 6.9947, -1.1285)  0.350
H (1.0928, 4.3172, -0.8998)  0.179
H (1.8183, 5.7502, -1.4453)  0.323
H (-4.1932, 6.5427, -1.3053)  0.329
H (-2.8533, 6.5535, -2.2310)  0.305
H (-2.8579, 2.8591, -1.6213)  0.087
C (-0.8880, 0.1722, -1.2793)  -0.065
Cl (-0.7781, -0.8428, 0.1673)  -0.078
Cl (0.5168, -0.1185, -2.3144)  0.162
Cl (-2.3740, -0.2132, -2.1702)  -0.087
Cl (-0.9246, 1.8876, -0.7914)  0.010
C (-0.5698, -4.3556, -2.4827)  0.130
Cl (-1.9669, -3.5748, -1.7200)  -0.079
Cl (-0.2344, -3.5776, -4.0415)  0.003
Cl (0.8425, -4.1923, -1.4206)  -0.108
Cl (-0.9140, -6.0708, -2.7474)  0.055
C (0.4781, -0.2418, -6.6759)  0.199
Cl (0.7051, 0.5797, -8.2286)  -0.053
Cl (1.9631, -0.1295, -5.7192)  0.006
Cl (-0.8498, 0.5336, -5.7900)  -0.084
Cl (0.0810, -1.9512, -6.9505)  -0.080
C (-1.0388, -9.7966, -0.5410)  0.286
Cl (0.2860, -10.9630, -0.6831)  -0.033
Cl (-2.0958, -10.2668, 0.8014)  -0.020
Cl (-0.3771, -8.1805, -0.2368)  -0.078
Cl (-1.9718, -9.7745, -2.0509)  -0.124
C (3.8173, -1.9223, -9.7867)  0.261
Cl (4.7069, -0.6412, -8.9408)  -0.089
Cl (2.2878, -2.2315, -8.9435)  -0.005
Cl (3.4819, -1.4093, -11.4508)  -0.107
Cl (4.7909, -3.4024, -9.8099)  -0.056
C (4.4004, 2.9494, -4.3377)  0.212
Cl (4.0644, 3.2938, -6.0427)  -0.084
Cl (3.1094, 1.9270, -3.6776)  0.065
Cl (5.9511, 2.1045, -4.1985)  -0.089
Cl (4.4720, 4.4719, -3.4279)  -0.103
C (0.4275, -8.8571, -5.8503)  0.249
Cl (1.7508, -10.0280, -5.9905)  -0.103
Cl (-0.6306, -9.3205, -4.5009)  0.016
Cl (1.0971, -7.2422, -5.5508)  -0.077
Cl (-0.5078, -8.8383, -7.3571)  -0.100
C (4.2369, 1.8663, 2.0856)  0.136
Cl (3.9110, 2.2104, 0.3775)  -0.026
Cl (2.9343, 0.8539, 2.7431)  -0.057
Cl (5.7808, 1.0127, 2.2365)  -0.060
Cl (4.3110, 3.3901, 2.9827)  -0.028
C (-5.2753, -12.4248, 2.1233)  0.311
Cl (-5.6584, -12.0420, 0.4350)  -0.077
Cl (-6.5645, -13.4283, 2.8097)  -0.104
Cl (-3.7382, -13.3053, 2.1950)  -0.051
Cl (-5.1371, -10.9205, 3.0537)  -0.094
C (5.4389, 3.1671, 6.8847)  0.222
Cl (3.9848, 3.9605, 7.5196)  0.018
Cl (6.2614, 2.3014, 8.1944)  -0.099
Cl (4.9748, 2.0194, 5.6145)  -0.044
Cl (6.5309, 4.3879, 6.2043)  -0.100
C (6.6183, -5.5497, -12.7964)  0.324
Cl (6.4255, -6.6580, -11.4250)  -0.087
Cl (7.2225, -6.4461, -14.2010)  -0.102
Cl (5.0517, -4.8196, -13.1890)  -0.061
Cl (7.7730, -4.2742, -12.3671)  -0.083
C (1.9316, -14.5898, 0.3874)  0.309
Cl (2.2555, -14.7459, -1.3488)  -0.088
Cl (3.1389, -13.5169, 1.1197)  -0.092
Cl (0.3134, -13.9056, 0.6258)  -0.043
Cl (2.0184, -16.1869, 1.1515)  -0.101

---

[2]
This record from OMol25 describes a structure of composition C31H28Br2IN5O6SiW. The level of theory is ωB97M-V/def2-TZVPD.

As for the maximum force: 0.006 Eh/bohr. The gap between HOMO and LUMO (spin up / spin down) comes out at 7.176 / 5.953 eV. Its expectation value of S² is 2.0332. As for the relative energy (zero: lowest compared OMol25 entry of this formula, charge and spin): 0.876 eV. As for the spin multiplicity: 3. The HOMO energy (spin up / spin down) is -7.8 / -8.1 eV.

Each line ends with the Löwdin spin population.
CARTESIAN COORDINATES (ANGSTROEM)
W (0.0471, -0.0783, -0.2780)  0.857
O (-1.4829, -2.5214, 5.2238)  0.004
C (-1.1741, -2.0665, 3.9994)  0.007
C (-2.0482, -2.1685, 2.9161)  0.000
C (-1.6334, -1.6659, 1.7057)  0.007
N (-0.4493, -1.0913, 1.5637)  -0.002
C (0.4044, -1.0159, 2.5839)  0.007
C (0.0930, -1.5023, 3.8247)  -0.001
C (1.7208, -0.4189, 2.1574)  0.005
O (2.6722, -0.3355, 2.8843)  0.000
O (1.7033, -0.1188, 0.8728)  0.025
C (-2.3692, -1.7454, 0.3957)  0.004
O (-3.4585, -2.2527, 0.2950)  0.014
O (-1.6445, -1.2502, -0.5681)  0.010
H (-2.3807, -2.8721, 5.2369)  0.000
H (-3.0232, -2.6338, 2.9861)  0.000
H (0.8023, -1.4356, 4.6368)  0.000
C (1.6561, -3.4617, 1.0109)  0.001
C (1.4852, -3.1918, -0.4513)  0.006
C (1.9131, -4.1252, -1.3753)  0.000
C (1.7976, -3.8455, -2.7363)  0.009
C (1.2380, -2.6684, -3.1613)  -0.001
C (0.7669, -1.7740, -2.1854)  0.013
N (0.9205, -2.0452, -0.8735)  0.002
N (0.1218, -0.5915, -2.3379)  0.016
Si (-0.9922, -0.4774, -3.7241)  0.002
C (0.0016, -0.1372, -5.2841)  -0.001
C (-1.9426, -2.0795, -3.8853)  0.002
C (-2.2479, 0.8869, -3.6292)  0.002
H (2.0335, -4.4720, 1.1525)  0.000
H (0.7107, -3.3760, 1.5427)  0.000
H (2.3708, -2.7677, 1.4543)  0.000
H (2.3460, -5.0535, -1.0326)  0.000
H (2.1559, -4.5635, -3.4635)  0.001
H (1.1492, -2.4323, -4.2089)  0.000
H (0.8743, -0.7744, -5.4273)  0.000
H (0.3472, 0.8981, -5.2994)  0.000
H (-0.6531, -0.2723, -6.1499)  0.000
H (-1.3150, -2.9569, -4.0346)  0.000
H (-2.6198, -2.0040, -4.7402)  0.000
H (-2.5450, -2.2414, -2.9881)  0.000
H (-1.8039, 1.8832, -3.6032)  0.001
H (-2.9249, 0.7742, -2.7841)  0.000
H (-2.8357, 0.8203, -4.5497)  0.000
C (2.3061, 2.0974, -3.2446)  0.029
C (2.4216, 2.1269, -1.6951)  0.033
C (2.8110, 3.5219, -1.2806)  0.047
C (1.9132, 4.5002, -1.2645)  -0.005
C (0.5174, 4.1646, -1.4570)  0.064
C (-0.5125, 5.0626, -1.5932)  0.016
Br (-0.1537, 6.9053, -1.8349)  0.003
C (-1.8613, 4.6781, -1.5117)  0.130
C (-2.1908, 3.3691, -1.2523)  -0.003
Br (-3.9812, 2.8629, -1.0018)  -0.010
C (-1.1844, 2.4070, -1.1211)  0.141
O (-1.4295, 1.1662, -0.8484)  0.114
C (0.1844, 2.7841, -1.2775)  0.065
N (1.0666, 1.7925, -1.1672)  0.327
H (3.2668, 2.3651, -3.6861)  0.002
H (1.5499, 2.8092, -3.5773)  0.002
H (2.0296, 1.0920, -3.5540)  0.000
H (3.8421, 3.7423, -1.0465)  0.004
H (2.1846, 5.5197, -1.0307)  -0.001
H (-2.6361, 5.4249, -1.6076)  0.007
I (-0.3666, 2.0457, 1.9051)  0.032
C (3.5061, 1.0960, -1.4018)  0.003
C (4.8397, 1.4593, -1.2135)  0.000
C (5.7916, 0.4705, -1.0490)  0.000
C (5.3938, -0.8564, -1.0916)  0.000
C (4.0567, -1.1177, -1.3264)  0.001
N (3.1386, -0.1711, -1.4866)  0.010
H (5.1577, 2.4910, -1.1944)  0.000
H (6.8282, 0.7363, -0.8891)  0.000
H (6.0965, -1.6671, -0.9585)  0.000
H (3.7086, -2.1430, -1.3963)  0.000

---

[3]
This record from OMol25 describes a cluster of 2 separate species, C31H28F3N3O3S in total. The level of theory is ωB97M-V/def2-TZVPD.

As for the maximum force: 0.077 Eh/bohr. The gap between HOMO and LUMO comes out at 3.581 eV. The HOMO energy is -5.6 eV.

Each line ends with the Mulliken charge.
CARTESIAN COORDINATES (ANGSTROEM)
F (-4.9230, -2.4040, -0.9373)  -0.232
C (-4.1023, -2.4577, 0.1304)  0.513
F (-4.1630, -1.2588, 0.7652)  -0.131
F (-4.5476, -3.4017, 0.9874)  -0.222
S (-2.3269, -2.8256, -0.4206)  0.890
C (-1.4319, -2.6410, 1.0632)  -0.498
C (-0.0809, -2.9990, 1.1939)  0.998
C (0.5442, -2.8745, 2.4775)  -0.869
C (1.8659, -3.2185, 2.6707)  -0.484
C (2.6392, -3.6971, 1.6001)  0.485
C (4.0023, -4.0732, 1.8040)  0.007
N (5.1179, -4.3842, 1.9773)  -0.688
C (2.0564, -3.8254, 0.3296)  -0.938
C (0.7344, -3.4877, 0.1171)  -0.574
O (-2.3448, -4.1972, -0.8909)  -0.649
O (-2.0063, -1.7301, -1.3128)  -0.581
H (-2.0244, -2.3342, 1.9237)  0.416
H (-0.0680, -2.4911, 3.3008)  0.322
H (2.3169, -3.1261, 3.6624)  0.458
H (2.6677, -4.1977, -0.4958)  0.403
H (0.3017, -3.5777, -0.8812)  0.341
C (7.2830, -0.5122, -0.4860)  -1.497
C (6.1682, 0.1065, 0.2959)  0.673
C (5.3390, 1.0519, -0.3117)  -0.943
C (4.2895, 1.6487, 0.3931)  1.505
C (3.4659, 2.6989, -0.2823)  -1.809
C (4.0610, 1.2337, 1.7097)  -0.110
N (3.0833, 1.9079, 2.4973)  0.788
C (1.7190, 1.8797, 2.3624)  -0.028
C (1.0406, 0.9771, 1.4266)  0.568
C (-0.4181, 1.1272, 1.2766)  -0.674
C (-0.9949, 1.2728, 0.0615)  -0.194
C (-2.3750, 1.6984, -0.1259)  0.677
C (-2.7859, 2.3700, -1.3049)  -0.460
C (-4.1013, 2.8049, -1.4592)  -0.547
C (-5.0500, 2.5461, -0.4571)  -0.417
C (-4.6651, 1.8664, 0.7037)  -0.652
C (-3.3353, 1.4798, 0.8847)  -0.168
O (1.7144, 0.1390, 0.7891)  -0.473
N (1.2233, 2.7514, 3.2664)  0.023
C (-0.1662, 3.0688, 3.5495)  -0.770
C (2.2698, 3.3314, 3.9783)  -0.883
C (3.4170, 2.8078, 3.5166)  -0.345
C (4.9000, 0.3224, 2.3573)  0.700
C (4.7216, -0.0441, 3.7964)  -1.867
C (5.9461, -0.2494, 1.6256)  -0.828
H (7.9207, -1.1022, 0.1774)  0.367
H (6.8934, -1.1687, -1.2741)  0.320
H (7.8855, 0.2650, -0.9701)  0.369
H (5.5107, 1.3445, -1.3491)  0.451
H (3.1099, 3.4775, 0.4013)  0.302
H (4.0799, 3.1867, -1.0510)  0.537
H (2.6018, 2.2594, -0.7990)  0.274
H (-0.9846, 1.0795, 2.2077)  0.666
H (-0.3860, 1.1636, -0.8421)  0.414
H (-2.0427, 2.5427, -2.0854)  0.382
H (-4.3982, 3.3339, -2.3675)  0.379
H (-6.0875, 2.8647, -0.5835)  0.381
H (-5.3980, 1.6291, 1.4763)  0.394
H (-3.0242, 0.9844, 1.8055)  0.090
H (-0.1551, 3.9371, 4.2160)  0.331
H (-0.7205, 3.3207, 2.6371)  0.336
H (-0.6653, 2.2436, 4.0760)  0.317
H (2.1002, 4.0639, 4.7477)  0.436
H (4.4326, 2.9954, 3.8079)  0.596
H (5.2000, -1.0165, 3.9732)  0.477
H (5.2090, 0.6759, 4.4725)  0.327
H (3.6662, -0.1381, 4.0797)  0.314
H (6.5947, -0.9873, 2.1051)  0.307